Record 1
The following is a DFT calculation (the ωB97M-V functional and the def2-TZVPD basis) of a 2-piece molecular cluster, FNO3 overall in a non-equilibrium geometry.

Each line ends with the Löwdin charge.
CARTESIAN COORDINATES (ANGSTROEM)
N 0.597 0.072 -0.015  -0.50
O 0.740 1.248 -0.005  0.20
O 1.489 -0.831 -0.011  0.22
O -0.448 -0.632 0.041  0.11
F -2.378 0.144 -0.009  -0.02

Force components x, y, z for each atom (eV/Å):
N -1.04 -1.10 0.60
O 0.00 -0.63 -0.21
O 1.20 0.47 -0.21
O 0.70 0.91 -0.14
F -0.86 0.35 -0.04

The net charge is 0. The expectation value of S² is 2.010. Its lowest unoccupied orbital energy (spin up / spin down) is -0.594 / -4.777 eV. The spin multiplicity is 3. The value obtained for the strongest force on any atom is 1.63 eV/A. The calculation puts the HOMO energy (spin up / spin down) at -12.967 / -13.067 eV. The value obtained for the orbital gap (spin up / spin down) is 12.37 / 8.29 eV.


Record 2
The following is a DFT calculation (the ωB97M-V functional and the def2-TZVPD basis) of FNO3S as an isolated structure in a non-equilibrium geometry.

Each line ends with the Löwdin charge.
CARTESIAN COORDINATES (ANGSTROEM)
N 0.146 1.329 -0.547  -0.12
O -0.789 0.706 -0.017  -0.16
O 1.249 0.851 -0.311  -0.10
O 0.260 -1.633 -0.556  -0.41
F -1.163 -1.217 1.475  -0.30
S 0.132 -0.688 0.685  1.09

Force components x, y, z for each atom (eV/Å):
N 2.79 2.43 -1.42
O -1.47 -1.96 1.34
O -0.97 0.73 -0.71
O -0.60 3.64 5.06
F 0.01 0.36 -0.55
S 0.23 -5.21 -3.72

The net charge is 0. The calculation puts the energy above the lowest of the compared OMol25 structures with the same formula, charge and spin at 1.096 eV. Its lowest unoccupied orbital energy is -0.844 eV. The value obtained for the strongest force on any atom is 6.41 eV/A. The calculation puts the HOMO energy at -10.850 eV. The value obtained for the orbital gap is 10.01 eV.


Record 3
The following is a DFT calculation (the ωB97M-V functional and the def2-TZVPD basis) of FNO4P as an isolated structure in a non-equilibrium geometry.

Each line ends with the Löwdin charge.
CARTESIAN COORDINATES (ANGSTROEM)
N 1.088 -0.598 0.162  -0.05
O -2.010 -0.665 -0.219  -0.33
O -0.646 1.521 -0.567  -0.30
O -0.232 -0.003 1.491  -0.30
O 0.551 -1.030 -0.789  -0.02
F 1.845 0.768 -0.131  -0.23
P -0.940 0.286 0.131  0.22

Force components x, y, z for each atom (eV/Å):
N 2.89 -2.27 -0.17
O -0.01 0.16 -0.16
O -0.11 0.93 -0.62
O -1.11 0.78 -2.05
O 1.02 1.09 0.40
F -0.24 -0.54 -0.36
P -2.44 -0.15 2.96

The net charge is -1. The calculation puts the energy above the lowest of the compared OMol25 structures with the same formula, charge and spin at 3.540 eV. Its lowest unoccupied orbital energy (spin up / spin down) is 3.681 / 3.682 eV. The value obtained for the strongest force on any atom is 3.84 eV/A. The calculation puts the HOMO energy (spin up / spin down) at -5.713 / -5.713 eV. The value obtained for the orbital gap (spin up / spin down) is 9.39 / 9.40 eV.


Record 4
The following is a DFT calculation (the ωB97M-V functional and the def2-TZVPD basis) of FNO4S2Sr as an isolated structure in a non-equilibrium geometry.

Each line ends with the Löwdin charge.
CARTESIAN COORDINATES (ANGSTROEM)
Sr -2.225 1.963 0.026  1.95
F -0.083 1.408 0.709  -0.44
N 0.673 -0.928 -0.198  -0.22
S 1.202 0.252 0.815  0.71
O 1.116 -0.192 2.163  -0.14
O 2.290 0.938 0.208  -0.13
S -0.614 -1.123 -0.950  0.86
O -0.696 -2.206 -1.868  -0.10
O -1.664 -0.112 -0.903  -0.49

Force components x, y, z for each atom (eV/Å):
Sr -0.65 0.85 0.17
F 0.12 -0.23 -0.07
N -1.09 0.18 -0.33
S 2.19 0.19 1.48
O -0.22 0.54 -1.79
O -1.68 -0.92 0.54
S 1.20 -0.90 -1.31
O -0.26 1.12 1.26
O 0.38 -0.83 0.06

The net charge is +2. Its lowest unoccupied orbital energy is -10.086 eV. The value obtained for the strongest force on any atom is 2.65 eV/A. The calculation puts the HOMO energy at -20.205 eV. The value obtained for the orbital gap is 10.12 eV.


| no. | electronic energy (eV) |
| --- | --- |
| 1 | -10340.5429 |
| 2 | -21180.6819 |
| 3 | -21685.9316 |
| 4 | -34883.8023 |